Entry 1:
{
  "formula": "C4H12N2O",
  "method": "the ωB97M-V functional and the def2-TZVPD basis",
  "symbols": ["C", "C", "C", "C", "N", "N", "H", "H", "H", "H", "H", "H", "H", "H", "H", "H", "H", "H", "O"],
  "xyz": [[2.033398, 0.488240, 0.901208], [0.805877, -0.328818, 1.349124], [-0.454850, -0.138308, 0.554791], [-0.785010, 1.077454, 0.058938], [-1.607659, 1.280097, -1.015593], [-1.220481, -1.320358, 0.228282], [1.938426, 1.555393, 1.084214], [2.219941, 0.250588, -0.152906], [2.941324, 0.152160, 1.387870], [0.554938, -0.035926, 2.376784], [1.213563, -1.340050, 1.286439], [-0.103732, 1.845583, 0.397681], [-2.254278, 2.031670, -1.166949], [-2.065531, 0.411903, -1.267098], [-1.063879, -2.076390, 0.889523], [-2.197773, -1.059146, 0.213538], [-0.592056, -1.346140, -2.082623], [0.657627, -0.490927, -2.289278], [-0.019851, -0.957031, -2.753951]],
  "forces_ev_per_a": [[-0.25, -0.27, -0.48], [0.57, 0.63, 0.53], [-0.45, 0.22, -0.77], [1.75, -0.96, 1.12], [-1.29, -0.94, -0.94], [0.49, 0.69, -0.06], [0.00, 0.07, -0.28], [-0.15, 0.53, -0.02], [0.04, -0.09, 0.51], [0.37, -0.59, 0.16], [-0.81, -0.32, 0.31], [-0.30, 0.50, -0.39], [0.20, 0.52, 0.66], [0.10, 0.24, -0.39], [-0.11, 0.25, -0.16], [-0.17, -0.39, 0.12], [0.20, 0.04, 0.27], [0.50, 0.48, 0.60], [-0.67, -0.61, -0.80]],
  "mulliken_charge": [-1.200, -0.496, 0.514, -0.447, -0.427, -0.627, 0.369, 0.239, 0.364, 0.246, 0.336, 0.300, 0.195, 0.221, 0.232, 0.200, 0.351, 0.308, -0.675],
  "gap_ev": 8.204,
  "smiles": "CC/C(N)=C/N.O",
  "de_lowest_kj_mol": 159.29,
  "molar_mass_g_mol": 104.15,
  "homo_ev": -7.31
}

Entry 2:
{
  "formula": "C4H12N2O",
  "method": "the ωB97M-V functional and the def2-TZVPD basis",
  "symbols": ["C", "C", "C", "C", "N", "N", "H", "H", "H", "H", "H", "H", "H", "H", "H", "H", "H", "H", "O"],
  "xyz": [[-0.696908, 0.095863, 0.179131], [0.425465, 0.992882, 0.625405], [1.754750, 0.375415, 0.332432], [2.393247, 0.965164, -0.721568], [2.401247, -0.577393, 1.097287], [-1.561479, 0.847200, -0.807929], [-0.258227, -0.825941, -0.218587], [-1.468834, -0.050902, 1.065928], [0.346457, 1.239019, 1.665617], [0.161186, 1.890392, 0.132248], [3.469569, 0.601109, -1.005532], [1.836961, 1.655507, -1.289111], [1.794303, -1.138359, 1.812216], [3.155761, -1.128615, 0.761473], [-1.490098, 0.710704, -1.862549], [-2.477208, 0.559553, -0.683574], [-2.631371, -1.669233, -0.359701], [-3.648015, -2.716706, -0.225232], [-3.506808, -1.825660, -0.497955]],
  "forces_ev_per_a": [[-2.88, 0.18, 0.48], [-0.09, -1.58, 1.22], [2.13, 2.22, -2.49], [2.01, -2.59, 1.02], [-3.22, -1.36, 3.35], [1.55, -0.10, -1.70], [-0.51, -0.22, 0.19], [1.72, -0.35, -1.69], [-0.06, -0.08, 0.88], [0.88, 1.10, -0.76], [-2.22, 0.91, 0.27], [-0.03, 0.83, -0.71], [1.61, 1.59, -1.98], [0.35, -0.01, -0.67], [1.00, -0.08, 1.95], [-2.28, -0.45, 0.65], [3.93, 0.77, 0.57], [-0.28, -0.97, 0.28], [-3.62, 0.19, -0.84]],
  "mulliken_charge": [-0.235, -1.020, 0.584, -1.062, -0.517, -0.618, 0.287, 0.310, 0.386, 0.463, 0.204, 0.300, 0.236, 0.202, 0.211, 0.281, 0.295, 0.294, -0.599],
  "gap_ev": 8.622,
  "smiles": "C=C(N)CCN.O",
  "de_lowest_kj_mol": 273.89,
  "molar_mass_g_mol": 104.15,
  "homo_ev": -7.92
}

Entry 3:
{
  "formula": "C4H12N2O",
  "method": "the ωB97M-V functional and the def2-TZVPD basis",
  "symbols": ["C", "C", "C", "O", "N", "C", "N", "H", "H", "H", "H", "H", "H", "H", "H", "H", "H", "H", "H"],
  "xyz": [[0.699828, 0.190944, -0.267160], [0.635859, 1.040405, 0.992073], [1.843703, 1.933258, 1.140778], [-0.595750, 1.775888, 1.057540], [-0.550492, -0.532649, -0.501640], [-0.396236, -1.893200, -0.990986], [-1.636067, -2.493432, -1.434715], [0.872328, 0.846145, -1.121190], [1.535341, -0.505572, -0.190067], [0.543168, 0.385240, 1.852510], [2.135151, 2.360797, 0.168935], [2.749929, 1.434242, 1.467263], [1.644240, 2.825931, 1.723415], [-0.785764, 2.151167, 0.189315], [-1.160155, -0.509150, 0.306743], [0.299633, -1.883297, -1.832919], [0.095984, -2.525820, -0.237462], [-1.841916, -2.142384, -2.358451], [-2.395430, -2.286146, -0.802029]],
  "forces_ev_per_a": [[-0.70, -0.18, 0.11], [-0.48, -0.04, 0.19], [0.49, 0.83, -1.11], [0.21, 0.08, -0.24], [-0.08, 0.20, -0.19], [0.25, -0.05, 0.15], [0.59, -0.19, -0.07], [0.26, 0.12, -0.16], [0.28, -0.01, 0.06], [0.18, -0.25, 0.21], [-0.22, -0.18, -0.09], [-0.08, -0.25, 0.42], [-0.12, -0.22, 0.59], [0.05, -0.01, 0.02], [0.15, 0.06, 0.08], [-0.08, 0.09, -0.08], [-0.22, -0.14, 0.09], [-0.39, 0.10, 0.09], [-0.09, 0.04, -0.07]],
  "mulliken_charge": [-0.806, 0.436, -1.436, -0.551, -0.337, -0.522, -0.610, 0.273, 0.389, 0.284, 0.326, 0.368, 0.359, 0.341, 0.259, 0.361, 0.362, 0.261, 0.242],
  "gap_ev": 9.840,
  "smiles": "C[C@@H](O)CNCN",
  "de_lowest_kj_mol": 133.36,
  "molar_mass_g_mol": 104.15,
  "homo_ev": -8.80
}